Computed, not measured: a structure of composition C45H67GeMnN5P3, with ωB97M-V/def2-TZVPD.

The geometry in XYZ format:
```
122
Properties=species:S:1:pos:R:3:lowdin_charge:R:1
Mn -0.002 1.049 0.290 0.3712
C -4.316 -0.975 2.052 -0.0761
C -3.332 0.190 2.027 -0.4971
C -2.262 -0.007 3.098 -0.1114
P -2.516 0.595 0.380 1.0492
C -2.811 -0.883 -0.750 -0.3171
N -1.801 -1.869 -0.635 -0.0510
Ge 0.275 -1.201 -0.491 0.9581
N 0.586 -1.299 -2.377 -0.1709
C 0.632 -0.103 -3.166 -0.3621
P 0.813 1.448 -2.150 1.0616
C 2.643 1.800 -2.291 -0.5064
C 3.511 0.542 -2.331 -0.0852
C 2.989 2.692 -1.104 -0.1177
C 0.084 2.591 -3.450 -0.5033
C -1.440 2.511 -3.413 -0.1040
C 0.566 4.032 -3.345 -0.0828
C 0.293 -2.486 -2.970 -0.2280
C 0.129 -2.686 -4.349 0.0036
C -0.267 -3.913 -4.830 -0.0412
C -0.549 -4.959 -3.957 -0.0393
C -0.386 -4.783 -2.591 -0.0084
C 0.066 -3.573 -2.102 -0.1740
N 0.325 -3.342 -0.691 -0.0517
C -0.793 -3.866 0.038 -0.1675
C -0.811 -5.019 0.789 0.0220
C -2.018 -5.505 1.285 0.0195
C -3.215 -4.856 0.984 -0.0133
C -3.209 -3.671 0.287 0.0154
C -1.987 -3.093 -0.130 -0.2111
C 1.656 -3.823 -0.399 -0.1619
C 2.046 -5.131 -0.608 -0.0099
C 3.344 -5.528 -0.314 -0.0390
C 4.273 -4.605 0.157 -0.0427
C 3.907 -3.295 0.359 -0.0003
C 2.590 -2.873 0.088 -0.2534
N 2.141 -1.611 0.247 -0.1857
C 2.790 -0.699 1.135 -0.3549
P 1.506 0.205 2.153 1.0398
C 2.517 1.335 3.254 -0.5156
C 1.588 1.969 4.295 -0.0885
C 3.315 2.388 2.494 -0.0957
C 1.035 -1.111 3.413 -0.5072
C 2.173 -1.558 4.334 -0.0744
C 0.432 -2.353 2.762 -0.1204
C -3.704 1.863 -0.321 -0.5284
C -3.895 3.001 0.691 -0.1094
C -5.065 1.338 -0.769 -0.0766
H -4.802 -0.989 3.028 0.1064
H -3.816 -1.934 1.923 0.0584
H -5.097 -0.872 1.303 0.0750
H -3.886 1.106 2.259 0.0987
H -1.854 -1.012 3.032 0.0610
H -2.692 0.118 4.088 0.1044
H -1.452 0.723 2.975 0.0369
H -2.758 -0.450 -1.757 0.1033
H -3.817 -1.268 -0.578 0.0854
H -0.292 -0.014 -3.752 0.0941
H 1.468 -0.134 -3.875 0.1082
H 2.799 2.354 -3.221 0.1172
H 3.140 -0.245 -1.675 0.0494
H 4.526 0.792 -2.028 0.0955
H 3.582 0.141 -3.339 0.0870
H 2.728 2.166 -0.181 0.0223
H 2.428 3.624 -1.136 0.0633
H 4.047 2.936 -1.086 0.1030
H 0.446 2.170 -4.401 0.1291
H -1.834 3.162 -2.636 0.0538
H -1.785 1.490 -3.238 0.0530
H -1.848 2.838 -4.365 0.1026
H 0.408 4.438 -2.350 0.0463
H 0.015 4.649 -4.050 0.1030
H 1.619 4.119 -3.589 0.0802
H 0.313 -1.881 -5.039 0.1106
H -0.377 -4.060 -5.892 0.1222
H -0.881 -5.909 -4.340 0.1187
H -0.617 -5.597 -1.922 0.1210
H 0.097 -5.563 0.996 0.1294
H -2.027 -6.414 1.866 0.1338
H -4.156 -5.277 1.304 0.1319
H -4.146 -3.196 0.045 0.1195
H 1.353 -5.854 -1.009 0.1152
H 3.637 -6.554 -0.463 0.1184
H 5.290 -4.914 0.346 0.1234
H 4.653 -2.582 0.677 0.1139
H 3.352 0.065 0.583 0.0723
H 3.478 -1.218 1.813 0.0951
H 3.244 0.702 3.775 0.1122
H 0.739 2.481 3.840 0.0608
H 2.135 2.703 4.884 0.1008
H 1.193 1.229 4.988 0.0772
H 2.693 3.005 1.848 0.0294
H 4.091 1.926 1.889 0.0826
H 3.808 3.040 3.214 0.1031
H 0.265 -0.636 4.030 0.0898
H 3.037 -1.920 3.781 0.0844
H 1.808 -2.388 4.936 0.1015
H 2.489 -0.785 5.027 0.0776
H 1.208 -2.971 2.314 0.0832
H -0.308 -2.103 1.996 0.0249
H -0.061 -2.954 3.524 0.1054
H -3.189 2.247 -1.209 0.0700
H -4.769 2.812 1.310 0.0928
H -4.066 3.951 0.189 0.0979
H -3.031 3.113 1.351 0.0522
H -5.630 0.922 0.062 0.0804
H -4.990 0.602 -1.564 0.0777
H -5.637 2.177 -1.163 0.1043
N -0.096 3.044 1.184 0.0232
C 0.001 4.338 0.543 -0.3037
C -1.017 4.750 -0.307 -0.0661
C -0.986 6.017 -0.859 -0.0601
C 0.063 6.876 -0.574 -0.0414
C 1.089 6.458 0.260 -0.0355
C 1.058 5.195 0.828 -0.0316
H 0.576 3.054 1.962 0.0540
H -1.037 3.002 1.603 0.0810
H -1.825 4.069 -0.524 0.0766
H -1.781 6.334 -1.512 0.1227
H 0.080 7.861 -1.012 0.1225
H 1.916 7.116 0.475 0.1234
H 1.838 4.903 1.516 0.1064
```

largest force on an atom = 0.0736 Eh/bohr
charge = +3
⟨S²⟩ = 9.12
lowest unoccupied orbital energy (spin up / spin down) = -9.83 / -10.01 eV
spin multiplicity = 6

Computed, not measured: a cluster of 2 separate species, C2H2FNO2 in total, with ωB97M-V/def2-TZVPD.

The geometry in XYZ format:
```
8
Properties=species:S:1:pos:R:3:lowdin_charge:R:1
C 0.220 0.549 0.768 0.0100
C -0.816 1.023 0.210 -0.1483
N -3.164 -0.235 0.010 -0.2340
O -3.052 -1.295 -0.506 0.0776
O -4.153 0.445 0.168 0.0661
F -1.430 2.097 -0.203 0.0962
H 1.118 1.254 0.682 0.1098
H 0.442 -0.435 0.773 0.0226
```

largest force on an atom = 0.1034 Eh/bohr
charge = 0
lowest unoccupied orbital energy (spin up / spin down) = -0.31 / -1.66 eV

Computed, not measured: a structure of composition C47H48Cl3IrN12O5S2, with ωB97M-V/def2-TZVPD.

The geometry in XYZ format:
```
118
Properties=species:S:1:pos:R:3:lowdin_charge:R:1
Ir -0.561 -0.704 -0.901 1.3592
C -2.369 3.926 1.494 -0.0398
N -2.011 2.512 1.272 -0.0740
C -1.092 1.991 0.474 -0.1086
N -1.160 0.663 0.543 -0.0739
C -2.181 0.434 1.425 -0.1700
N -2.698 1.535 1.896 0.1632
C -3.030 4.543 0.287 -0.2019
C -4.332 5.023 0.366 -0.0234
C -4.932 5.606 -0.745 -0.0401
C -4.251 5.692 -1.947 0.0123
C -2.949 5.204 -2.032 -0.1240
C -2.341 4.653 -0.912 0.0153
C -2.219 5.245 -3.296 -0.2863
N -2.559 5.762 -4.422 0.1465
N -1.535 5.475 -5.312 0.1464
C -0.657 4.807 -4.655 -0.2839
O -1.015 4.617 -3.357 0.1100
C 0.587 4.198 -5.120 -0.1222
C 0.954 4.272 -6.461 0.0133
C 2.105 3.631 -6.886 -0.0298
C 2.878 2.900 -5.993 -0.0178
C 2.517 2.832 -4.652 -0.2084
C 3.377 2.061 -3.677 -0.0390
N 2.566 1.480 -2.592 -0.0968
C 1.435 0.801 -2.695 -0.0937
N 0.950 0.581 -1.471 -0.0883
C 1.889 1.132 -0.647 -0.1988
N 2.868 1.697 -1.298 0.1618
C 1.381 3.499 -4.218 0.0129
H -1.466 4.460 1.790 0.1408
H -3.052 3.906 2.339 0.1313
H -0.432 2.563 -0.153 0.1295
H -2.522 -0.550 1.700 0.1268
H -4.879 4.951 1.298 0.1227
H -5.939 5.992 -0.670 0.1206
H -4.712 6.131 -2.822 0.1296
H -1.311 4.331 -0.993 0.1066
H 0.331 4.820 -7.154 0.1299
H 2.396 3.685 -7.926 0.1220
H 3.763 2.385 -6.346 0.1233
H 4.105 2.696 -3.174 0.1424
H 3.915 1.257 -4.179 0.1366
H 0.948 0.566 -3.628 0.1634
H 1.811 1.130 0.427 0.1225
H 1.093 3.484 -3.174 0.1186
C 0.271 -5.804 -2.346 -0.0328
C -0.287 -4.540 -2.992 -0.6177
C -1.780 -4.700 -3.247 -0.0272
C 0.457 -4.243 -4.297 -0.0353
N -0.058 -3.483 -1.976 -0.0305
N -0.294 -2.148 -2.431 -0.0685
H 0.116 -6.657 -3.005 0.1001
H -0.232 -6.006 -1.400 0.0924
H 1.347 -5.718 -2.169 0.0861
H -1.940 -5.561 -3.896 0.1019
H -2.217 -3.838 -3.753 0.0664
H -2.315 -4.864 -2.312 0.0974
H 0.327 -5.059 -5.005 0.1008
H 1.530 -4.123 -4.120 0.0878
H 0.076 -3.343 -4.789 0.0784
H 0.867 -3.547 -1.577 0.0761
H -1.195 -2.187 -2.922 0.0707
H 0.381 -1.866 -3.149 0.1027
C -8.349 1.276 0.095 -0.0256
C -7.020 0.714 -0.314 -0.2330
C -6.803 -0.665 -0.326 -0.0034
C -5.599 -1.197 -0.744 -0.0287
C -4.589 -0.323 -1.136 -0.3031
C -4.768 1.056 -1.131 -0.0437
C -5.988 1.561 -0.721 -0.0103
S -3.100 -0.993 -1.708 0.5884
O -3.301 -1.838 -2.840 -0.2353
O -2.134 0.154 -1.953 -0.4282
O -2.375 -1.711 -0.571 -0.4300
H -8.907 0.574 0.710 0.0871
H -8.950 1.494 -0.790 0.1015
H -8.231 2.208 0.648 0.0868
H -7.597 -1.331 -0.014 0.1285
H -5.448 -2.269 -0.771 0.1302
H -3.974 1.718 -1.453 0.1092
H -6.147 2.632 -0.722 0.1150
Cl 6.177 -5.074 8.308 0.7661
C 5.372 -4.224 7.053 -0.6626
C 3.992 -4.073 7.093 -0.0789
C 3.365 -3.359 6.086 -0.0262
C 4.083 -2.792 5.031 -0.2257
C 3.346 -2.018 3.961 -0.2932
C 2.549 -2.990 3.096 -0.0289
N 2.152 -2.472 1.787 -0.0343
C 2.913 -2.549 0.647 -0.0025
C 2.156 -2.035 -0.356 -0.1271
N 0.928 -1.668 0.158 -0.1143
C 0.978 -1.908 1.458 -0.0835
O 2.418 -1.088 4.517 -0.0929
C 3.019 0.084 5.037 -0.1302
C 3.870 -0.148 6.263 -0.2429
C 3.329 -0.513 7.535 -0.8996
Cl 1.713 -0.649 7.888 0.8975
S 4.528 -0.745 8.751 1.1433
C 5.733 -0.338 7.624 -0.2479
C 5.238 -0.030 6.347 -0.0626
C 5.459 -2.990 5.004 -0.5891
Cl 6.425 -2.317 3.725 0.7569
C 6.113 -3.689 6.007 -0.1029
H 3.424 -4.514 7.900 0.1240
H 2.289 -3.229 6.118 0.1265
H 4.059 -1.474 3.334 0.1168
H 1.649 -3.296 3.630 0.1509
H 3.148 -3.882 2.921 0.1541
H 3.899 -2.981 0.641 0.1441
H 2.402 -1.937 -1.399 0.1194
H 0.167 -1.762 2.153 0.1526
H 2.194 0.747 5.300 0.1395
H 3.630 0.577 4.276 0.1442
H 6.772 -0.331 7.927 0.1128
H 5.885 0.244 5.526 0.1357
H 7.186 -3.825 5.971 0.1203
```

largest force on an atom = 0.0168 Eh/bohr
charge = +3
⟨S²⟩ = 0.77
lowest unoccupied orbital energy (spin up / spin down) = -7.75 / -10.67 eV
spin multiplicity = 2

Computed, not measured: a cluster of 3 separate species, C15H25BClF9N2S in total, with ωB97M-V/def2-TZVPD.

The geometry in XYZ format:
```
54
Properties=species:S:1:pos:R:3:lowdin_charge:R:1
F -3.546 -4.334 2.259 0.0885
C -2.432 -4.291 1.439 -0.4375
F -2.346 -5.545 0.939 0.1209
C -2.714 -3.220 0.384 -0.0890
C -2.487 -3.660 -1.085 -0.1267
B -1.844 -2.518 -1.966 -0.1439
C -2.105 -0.991 -1.708 -0.1817
C -0.854 -0.216 -1.221 -0.3075
C 0.419 -0.491 -2.018 -0.5822
Cl 0.185 -0.319 -3.784 0.5635
C -1.279 -3.992 2.435 -0.4350
F -1.264 -4.964 3.361 0.1340
F -1.571 -2.851 3.087 0.1250
S 0.460 -3.807 1.723 0.7856
F 0.168 -2.303 1.307 -0.1331
F 0.034 -4.356 0.306 -0.1100
F 0.844 -5.275 2.189 -0.1262
F 0.949 -3.283 3.154 -0.1342
F 1.934 -3.623 1.183 -0.1123
H -2.159 -2.313 0.629 0.0996
H -3.760 -2.934 0.480 0.1356
H -3.460 -3.861 -1.551 0.1214
H -1.888 -4.563 -1.189 0.0867
H -1.144 -2.813 -2.889 0.0707
H -2.522 -0.470 -2.574 0.1010
H -2.850 -0.876 -0.911 0.0813
H -0.647 -0.431 -0.172 0.0858
H -1.075 0.840 -1.327 0.0700
H 1.184 0.233 -1.736 0.0546
H 0.839 -1.475 -1.798 0.0704
C 0.626 3.335 1.738 -0.1857
C -0.604 3.570 2.631 -0.2465
C -1.455 2.302 2.770 -0.1835
C -1.929 1.874 1.454 -0.1946
N -2.283 1.566 0.404 0.1785
H 0.306 3.070 0.739 0.0500
H 1.218 4.241 1.682 0.0651
H 1.234 2.541 2.148 0.0585
H -1.211 4.377 2.213 0.1086
H -0.283 3.894 3.623 0.1044
H -2.318 2.479 3.414 0.1156
H -0.866 1.496 3.212 0.1191
C 2.844 4.530 -2.935 -0.1064
C 4.183 4.055 -2.383 -0.2591
C 4.086 2.698 -1.675 -0.1771
C 3.167 2.768 -0.537 -0.1549
N 2.443 2.838 0.354 0.1563
H 2.114 4.683 -2.138 0.0702
H 2.962 5.481 -3.455 0.0724
H 2.431 3.808 -3.642 0.0780
H 4.572 4.802 -1.688 0.1110
H 4.901 3.973 -3.200 0.1077
H 5.066 2.389 -1.310 0.1185
H 3.727 1.933 -2.367 0.1188
```

largest force on an atom = 0.0469 Eh/bohr
charge = 0
lowest unoccupied orbital energy = 0.33 eV
structure (SMILES) = FC(F)(CCBCCCCl)C(F)(F)S(F)(F)(F)(F)F.CCCC#N.CCCC#N